Here is 15 unconnected molecules or ions with the total composition C45H125F3N9O16 at a distorted geometry from the Open Molecules 2025 dataset. Energies are from ωB97M-V/def2-TZVPD.

```
198
C45H125F3N9O16 ωB97M-V/def2-TZVPD
C -0.41 1.13 -2.28
O -0.07 0.99 -0.90
O -0.95 2.42 -2.51
C 0.93 0.78 -3.05
F 1.70 -0.16 -2.43
F 0.73 0.34 -4.31
F 1.78 1.82 -3.21
C -1.08 0.58 0.06
C -0.47 -0.02 1.34
H 0.47 -0.51 1.12
H -0.19 0.75 2.07
H -1.10 -0.72 1.89
H -1.71 -0.22 -0.31
H -1.66 1.47 0.29
H -1.01 0.28 -2.59
C 8.03 -0.17 -2.95
O 8.94 -1.11 -3.56
H 7.84 0.62 -3.67
H 7.09 -0.55 -2.54
H 8.53 0.29 -2.10
H 8.95 -1.86 -2.97
C -6.23 4.89 -5.71
O -5.15 3.93 -5.73
H -6.79 4.92 -4.77
H -5.92 5.86 -6.10
H -6.90 4.52 -6.48
H -4.43 4.25 -5.18
C 0.10 8.74 -4.22
O 0.60 7.53 -3.66
H 0.64 9.53 -3.70
H 0.48 8.84 -5.23
H -0.97 8.84 -4.05
H -0.04 6.85 -3.87
C -4.17 0.34 7.82
O -3.66 -0.82 8.25
H -4.14 1.04 8.66
H -3.64 0.87 7.03
H -5.18 0.20 7.44
H -2.73 -0.69 8.44
C -4.50 6.49 -0.54
O -3.15 6.11 -0.30
H -4.79 5.89 -1.40
H -5.19 6.47 0.29
H -4.31 7.54 -0.81
H -2.89 5.48 -0.99
C -6.37 -3.39 -4.78
C -5.40 -2.39 -5.43
C -4.50 -3.02 -6.50
O -3.68 -4.06 -5.96
C -2.58 -3.61 -5.16
N -6.14 -1.24 -5.94
H -5.79 -4.21 -4.36
H -7.01 -3.83 -5.55
H -6.98 -2.90 -4.02
H -4.79 -2.05 -4.60
H -3.87 -2.39 -7.13
H -5.19 -3.48 -7.21
H -2.92 -3.05 -4.29
H -1.90 -3.01 -5.77
H -1.92 -4.38 -4.76
H -6.60 -0.88 -5.12
H -5.52 -0.44 -6.00
C 4.99 -7.23 3.30
C 5.34 -6.31 2.08
C 4.24 -5.41 1.52
O 3.05 -6.14 1.20
C 2.17 -5.35 0.35
N 6.49 -5.57 2.54
H 4.16 -7.82 2.90
H 4.75 -6.48 4.07
H 5.84 -7.86 3.55
H 5.60 -6.94 1.23
H 4.66 -4.98 0.61
H 3.83 -4.62 2.14
H 2.68 -4.80 -0.45
H 1.62 -4.55 0.83
H 1.37 -5.95 -0.08
H 7.16 -6.22 2.92
H 6.31 -5.00 3.36
C -4.56 -4.38 3.93
C -4.82 -5.43 5.05
C -3.49 -5.81 5.67
O -2.90 -6.76 4.73
C -1.53 -7.14 5.05
N -5.56 -4.62 5.97
H -3.76 -4.69 3.25
H -4.54 -3.34 4.23
H -5.41 -4.52 3.26
H -5.23 -6.39 4.74
H -3.60 -6.42 6.57
H -2.79 -5.02 5.92
H -0.73 -6.47 4.73
H -1.31 -8.06 4.51
H -1.36 -7.34 6.11
H -4.99 -3.84 6.28
H -5.65 -5.19 6.79
C -7.48 1.53 -0.09
C -8.92 2.04 -0.17
C -9.79 1.18 -1.18
O -9.34 1.54 -2.50
C -10.32 1.60 -3.52
N -9.45 1.92 1.17
H -7.24 0.50 0.18
H -7.01 2.10 0.71
H -6.90 1.79 -0.98
H -8.89 3.11 -0.37
H -10.85 1.42 -1.03
H -9.73 0.11 -1.00
H -11.26 2.13 -3.34
H -10.65 0.58 -3.73
H -9.92 1.98 -4.46
H -10.46 1.94 1.17
H -9.26 0.98 1.47
C 8.53 -4.81 -7.94
C 8.06 -3.44 -8.65
C 6.58 -3.08 -8.36
O 5.68 -3.86 -9.22
C 4.36 -3.65 -8.76
N 9.00 -2.50 -8.22
H 8.49 -4.81 -6.85
H 9.54 -5.04 -8.27
H 7.96 -5.69 -8.23
H 8.21 -3.52 -9.72
H 6.34 -2.02 -8.44
H 6.46 -3.38 -7.32
H 4.12 -2.59 -8.74
H 4.19 -4.10 -7.78
H 3.59 -4.06 -9.42
H 9.01 -2.40 -7.21
H 8.63 -1.59 -8.46
C 5.99 0.57 3.10
C 5.30 0.55 4.47
C 6.37 0.34 5.55
O 6.64 -1.03 5.50
C 7.70 -1.45 6.35
N 4.59 1.82 4.63
H 6.47 1.47 2.72
H 5.26 0.37 2.32
H 6.72 -0.24 3.03
H 4.53 -0.23 4.44
H 5.98 0.65 6.52
H 7.29 0.85 5.27
H 7.49 -1.38 7.42
H 8.60 -0.92 6.05
H 7.81 -2.52 6.16
H 4.48 2.00 5.62
H 5.31 2.50 4.43
C 0.94 5.28 -9.12
C 0.40 4.62 -10.38
C 1.49 4.10 -11.32
O 2.28 5.22 -11.72
C 3.44 5.00 -12.45
N -0.41 3.54 -9.91
H 1.68 4.62 -8.68
H 0.16 5.67 -8.47
H 1.46 6.17 -9.48
H -0.20 5.36 -10.92
H 0.95 3.67 -12.16
H 2.11 3.30 -10.90
H 4.11 5.86 -12.53
H 3.26 4.68 -13.48
H 4.07 4.18 -12.11
H -1.12 3.88 -9.28
H 0.25 2.94 -9.43
C -1.78 6.06 5.59
C -2.63 7.38 5.65
C -2.38 8.11 6.99
O -2.99 7.48 8.10
C -2.97 8.33 9.27
N -2.07 8.17 4.52
H -1.85 5.59 4.61
H -2.24 5.33 6.27
H -0.74 6.22 5.88
H -3.67 7.12 5.45
H -2.78 9.11 6.87
H -1.29 8.21 7.02
H -3.49 7.75 10.03
H -3.46 9.31 9.34
H -1.97 8.44 9.67
H -2.19 7.64 3.67
H -1.06 8.14 4.59
C 2.48 -3.48 7.91
C 2.10 -2.85 9.21
C 3.23 -2.95 10.30
O 3.53 -4.29 10.62
C 4.64 -4.48 11.57
N 1.60 -1.49 8.95
H 1.75 -3.30 7.12
H 2.71 -4.55 8.00
H 3.37 -3.04 7.46
H 1.26 -3.40 9.64
H 2.92 -2.46 11.23
H 4.16 -2.44 10.04
H 5.60 -4.16 11.15
H 4.83 -5.53 11.77
H 4.49 -3.94 12.51
H 1.65 -0.99 9.83
H 2.32 -1.17 8.32
```

Relative energy (zero: lowest compared OMol25 entry of this formula, charge and spin): 233.0 kcal/mol
Total charge: -1
HOMO-LUMO gap: 5.29 eV
HOMO energy: -3.83 eV
LUMO level: 1.46 eV